DFT (ωB97M-V with the def2-TZVPD basis set) results for C31H60F3MgO29 as an isolated structure in a non-equilibrium geometry.

As for the HOMO-LUMO gap: 8.7 eV. The net charge is +1. The LUMO energy comes out at -2.53 eV. The HOMO energy is -11.2 eV.

Geometry as XYZ:
```
124
Properties=species:S:1:pos:R:3:forces:R:3:lowdin_charge:R:1
Mg 1.134256 2.560580 -1.498038 -1.09 -2.32 1.05 0.761
C 0.801712 -0.273614 0.211680 -0.26 0.11 0.17 -0.440
O -0.440604 -0.921674 -0.045806 -0.01 -1.03 -0.19 -0.099
O 0.964248 0.761298 -0.605622 0.32 0.76 0.45 -0.176
C 0.746080 -0.061406 1.765394 0.55 -0.23 0.59 -0.498
F 0.082273 1.033404 2.189207 0.01 -0.17 -0.29 0.146
F 0.210468 -1.148993 2.368766 -0.52 0.33 -0.16 0.123
F 1.979341 -0.020747 2.341293 0.21 0.74 -0.63 0.103
C -0.305727 -2.339817 -0.220729 -1.03 0.19 -0.78 -0.231
C -1.612609 -2.865856 -0.817099 -0.08 1.06 0.48 -0.043
H -2.430870 -2.500694 -0.189154 0.08 -0.45 0.39 0.067
H -1.875349 -2.395458 -1.765997 0.48 -0.48 -0.42 0.059
H -1.597356 -3.952416 -0.817160 -0.22 0.00 -0.38 0.077
H -0.158842 -2.913902 0.694369 0.38 0.43 0.31 0.096
H 0.539304 -2.506312 -0.891897 0.12 -0.24 -0.03 0.108
H 1.608684 -1.018919 0.148042 0.16 -0.21 -0.20 0.131
C -2.018431 5.124711 -3.128761 -1.11 0.44 0.33 -0.010
O -2.497982 3.788532 -3.282315 0.30 -0.12 0.46 0.039
C -1.938886 2.860801 -2.525350 -1.59 -1.12 -0.73 -0.578
O -0.947893 2.950841 -1.841017 1.65 1.05 0.42 0.058
O -2.652057 1.762462 -2.622216 -0.93 0.58 -0.01 0.062
C -2.294970 0.712095 -1.728093 1.96 -0.35 0.48 -0.006
H -0.934737 5.147713 -3.189998 -0.09 0.40 -0.33 0.097
H -2.390765 5.576559 -2.201855 0.47 -0.52 0.38 0.099
H -2.627093 5.686435 -3.836882 0.89 -0.01 -0.63 0.108
H -3.084884 0.004090 -1.502462 -0.38 0.32 -0.59 0.103
H -1.889469 1.106281 -0.794157 -0.33 0.07 -0.02 0.097
H -1.422032 0.249381 -2.188386 -0.24 -0.50 0.25 0.074
C 2.543918 2.978107 -5.163688 -0.48 0.27 -0.04 0.002
O 2.174673 1.606333 -5.261296 0.28 -0.72 -0.42 0.044
C 1.467256 1.016925 -4.319141 0.63 1.27 0.72 -0.558
O 1.070969 1.590000 -3.306364 -0.23 0.08 -0.43 0.054
O 1.331638 -0.237770 -4.584876 -0.48 -0.17 -0.41 0.085
C 0.699123 -1.086176 -3.628724 -0.01 -1.45 0.85 0.011
H 3.458846 3.129586 -5.729171 0.02 -0.30 0.01 0.107
H 2.699812 3.268603 -4.126532 -0.08 0.06 -0.04 0.078
H 1.749853 3.547422 -5.648015 0.07 0.25 0.26 0.108
H -0.364745 -0.977550 -3.432919 -0.04 0.82 -0.53 0.085
H 1.195067 -1.043641 -2.659876 0.19 0.28 -0.07 0.094
H 0.783340 -2.089548 -4.038714 0.21 0.07 -0.04 0.091
C 3.088380 3.318281 2.451806 0.88 0.40 0.01 0.017
O 1.884914 4.108130 2.411422 0.81 -0.58 -0.54 0.068
C 1.092819 3.964032 1.387648 -2.20 1.12 0.98 -0.562
O 1.303170 3.448619 0.310223 0.58 0.04 -0.52 0.066
O -0.063275 4.534214 1.731317 0.51 -0.23 0.14 0.039
C -1.151589 4.492676 0.808581 0.52 0.16 -0.66 -0.006
H 3.089133 2.891814 3.449301 0.10 -0.41 -0.18 0.104
H 3.970714 3.953785 2.341459 -0.27 0.39 0.30 0.097
H 3.204972 2.618391 1.625574 -0.74 -0.37 0.25 0.095
H -1.479350 3.466754 0.646838 -0.16 0.12 0.15 0.096
H -0.800662 4.918879 -0.135869 -0.21 -0.10 -0.03 0.086
H -1.922624 5.140399 1.211605 -0.05 -0.22 0.18 0.107
C -5.041919 3.853756 -0.176845 -0.21 -0.67 -0.53 -0.020
O -4.150745 2.830247 0.274862 0.51 0.39 0.64 -0.039
C -4.607730 1.575156 0.385994 -0.65 0.33 -0.08 -0.644
O -5.503558 1.117456 -0.271476 0.13 -0.22 0.08 0.145
O -3.922145 0.992812 1.351517 0.97 0.07 0.37 0.014
C -4.087566 -0.406877 1.518100 -0.93 -1.08 -0.68 -0.025
H -5.020800 3.850380 -1.266943 -0.04 0.36 -0.02 0.094
H -4.689991 4.780946 0.263267 0.06 0.05 -0.13 0.090
H -6.068631 3.659132 0.130371 0.06 -0.07 0.12 0.103
H -3.972828 -0.902328 0.551104 -0.09 0.02 0.03 0.079
H -5.095388 -0.617236 1.877614 0.03 0.01 -0.01 0.106
H -3.380144 -0.878809 2.193150 0.30 0.78 0.17 0.096
C 3.895179 -3.881927 3.465574 0.65 -0.25 0.82 -0.032
O 4.047232 -4.519051 2.203526 -0.05 -0.71 -0.05 0.017
C 3.933240 -3.792056 1.108359 -0.93 0.83 0.80 -0.627
O 3.611045 -2.628493 1.112970 0.19 0.33 -0.57 0.105
O 4.150062 -4.562377 0.067862 0.64 -0.98 -0.46 0.027
C 4.067748 -4.018738 -1.238378 0.33 1.30 0.09 -0.024
H 2.883893 -3.824294 3.868287 -0.28 0.09 -0.73 0.096
H 4.368964 -2.903675 3.475068 -0.09 0.03 -0.06 0.096
H 4.416885 -4.559730 4.141051 0.15 0.21 0.04 0.097
H 4.330365 -2.956466 -1.213217 -0.48 0.07 0.18 0.073
H 3.053615 -4.154462 -1.604512 0.11 -0.06 -0.30 0.096
H 4.851476 -4.415137 -1.879661 -0.31 -0.79 0.16 0.099
C -1.374470 -4.749356 2.461139 1.64 0.73 -0.29 -0.068
O -2.329030 -5.275326 3.345542 -0.35 0.16 0.11 0.020
C -3.574652 -4.781889 3.226643 0.16 -0.76 -0.75 -0.604
O -3.928169 -3.873940 2.526779 0.26 0.54 -0.01 0.127
O -4.369607 -5.585992 3.905732 -0.10 -0.17 0.36 0.025
C -5.756690 -5.322148 3.841089 -1.37 0.07 0.85 -0.048
H -1.128563 -3.696293 2.629685 -0.70 0.14 0.04 0.086
H -1.580162 -4.901022 1.401350 -0.49 -0.06 0.13 0.087
H -0.408275 -5.215517 2.662942 -0.32 -0.53 0.19 0.097
H -6.273880 -6.216803 4.185095 0.30 -0.25 -0.29 0.096
H -6.154163 -5.023446 2.874658 0.51 -0.08 -0.23 0.097
H -6.079448 -4.575890 4.571723 0.47 0.31 -0.11 0.099
C 4.438209 4.824607 -0.837609 -0.41 0.51 0.09 -0.003
O 5.031703 3.539265 -0.982816 -0.06 0.05 0.00 0.053
C 4.271901 2.517268 -1.320580 1.33 0.37 0.14 -0.568
O 3.090980 2.564456 -1.586349 -0.30 0.34 -0.35 0.064
O 5.032652 1.459411 -1.363184 -0.32 -0.41 0.62 0.073
C 4.363305 0.194402 -1.423336 -0.39 -1.07 -1.17 0.012
H 5.250211 5.535992 -0.723232 0.08 -0.14 -0.08 0.109
H 3.812074 4.870624 0.053653 0.01 -0.16 -0.01 0.085
H 3.831251 5.101176 -1.699926 0.09 -0.13 -0.08 0.102
H 4.022400 0.035986 -2.451271 -0.04 0.09 0.02 0.105
H 3.492766 0.061531 -0.781884 0.17 0.57 0.30 0.093
H 5.089130 -0.589209 -1.228372 0.22 0.32 0.26 0.099
C 0.797862 -5.224311 -5.328188 -0.02 -0.71 -0.66 -0.039
O -0.066945 -4.302285 -4.691575 0.16 0.82 0.92 -0.030
C -1.274938 -4.048712 -5.206328 -0.09 -1.61 -1.45 -0.623
O -1.842761 -4.771492 -5.991200 0.12 0.45 0.27 0.140
O -1.702886 -2.897586 -4.758645 -0.01 0.76 1.40 -0.025
C -2.914317 -2.324413 -5.272094 0.31 -0.94 -1.12 -0.001
H 0.961249 -4.927529 -6.364304 0.07 0.05 0.03 0.103
H 0.425389 -6.248986 -5.339242 -0.34 0.13 0.12 0.099
H 1.737690 -5.235680 -4.782864 -0.07 0.30 0.08 0.089
H -2.686748 -2.156104 -6.328116 -0.32 0.80 0.14 0.105
H -3.116076 -1.460513 -4.650582 0.01 0.14 -0.27 0.090
H -3.760489 -3.010814 -5.311556 0.15 -0.19 0.57 0.101
C 1.504794 0.537820 5.366458 -0.32 0.27 0.41 -0.022
O 1.542836 1.861019 5.923479 1.14 0.18 0.15 -0.006
C 0.529198 2.229930 6.692480 -1.28 -0.43 -0.43 -0.637
O -0.501685 1.615364 6.824820 0.19 -0.13 0.18 0.123
O 0.783120 3.411727 7.209479 1.32 0.69 0.41 0.005
C -0.233906 4.054662 7.969417 -1.04 -0.05 -0.95 -0.028
H 1.303296 -0.189164 6.151646 -0.33 0.00 -0.10 0.103
H 2.493834 0.319757 4.976225 -0.01 0.29 -0.20 0.089
H 0.744085 0.561185 4.593938 0.01 -0.52 -0.04 0.077
H 0.163459 4.907919 8.508094 0.48 -0.36 0.17 0.094
H -0.764758 3.332356 8.584369 0.11 0.14 0.21 0.097
H -0.931198 4.466131 7.232770 -0.24 -0.07 0.24 0.099
```
Positions in Å, forces in eV/Å.

***

DFT (ωB97M-V with the def2-TZVPD basis set) results for an isolated molecule of C16H20N6O2S2 in a non-equilibrium geometry.

As for the HOMO-LUMO gap: 8.6 eV. The net charge is 0. The relative energy (zero: lowest compared OMol25 entry of this formula, charge and spin) comes out at 110.9 kJ/mol. The LUMO energy comes out at 0.38 eV. The HOMO energy is -8.2 eV.

Geometry as XYZ:
```
46
Properties=species:S:1:pos:R:3:forces:R:3:nbo_charge:R:1
C -1.969633 -0.826088 2.545125 -0.13 0.00 -0.05 -0.250
O -0.612925 -0.511888 2.739085 0.39 0.05 0.19 -0.544
C -0.057918 0.189532 1.658087 0.01 -0.05 -0.19 -0.068
C 1.448354 0.311583 1.905707 -0.70 -0.20 0.49 -0.232
N 2.158547 0.681577 0.714516 0.41 0.28 -0.81 -0.365
C 2.846656 -0.110243 -0.163691 0.05 0.15 0.29 0.351
C 2.916138 -1.592455 -0.087157 -0.16 -0.04 -0.08 -0.483
C 1.556812 -2.195678 -0.270159 0.31 -0.23 0.43 0.132
C 0.820537 -2.954512 0.609066 0.22 0.09 -0.05 -0.302
C -0.400917 -3.255124 -0.019268 -0.20 -0.02 -0.06 -0.310
C -0.365848 -2.666477 -1.255123 -0.37 -0.22 0.04 -0.065
N 0.822767 -2.028647 -1.407381 -0.01 -0.15 0.17 -0.329
C 1.195953 -1.270446 -2.570024 0.07 0.46 -0.43 -0.417
N 3.362078 0.622452 -1.112958 0.41 -1.03 -0.41 -0.291
N 3.028729 1.898946 -0.898174 -0.17 0.99 0.23 -0.283
C 2.303641 1.932547 0.181736 -0.06 0.05 0.27 0.146
S 1.502256 3.351954 0.811949 0.10 0.38 -0.06 0.257
C 0.684349 3.829903 -0.764204 0.33 -0.33 0.25 -0.599
C -0.272591 2.712170 -1.074873 -0.01 0.38 0.06 0.677
O 0.004404 1.767772 -1.784857 0.19 0.15 -0.14 -0.600
N -1.465817 2.775293 -0.417140 -0.09 0.33 0.02 -0.620
C -2.380336 1.750537 -0.482106 0.05 -0.80 -0.50 0.208
N -3.493494 1.755838 0.168674 0.25 0.87 0.35 -0.482
C -4.187163 0.612552 -0.058177 -0.04 -0.58 -0.30 -0.048
C -3.588643 -0.275464 -0.889582 0.09 0.18 0.04 -0.478
S -2.068578 0.329100 -1.440984 -0.67 0.08 0.33 0.457
H -2.290697 -1.364317 3.433803 -0.09 -0.01 -0.02 0.192
H -2.101910 -1.460721 1.660607 0.00 0.03 0.01 0.177
H -2.576273 0.079832 2.425005 0.00 -0.03 0.00 0.171
H -0.516713 1.187416 1.573566 0.08 -0.10 -0.03 0.167
H -0.233503 -0.354607 0.717794 0.08 0.06 0.08 0.187
H 1.637036 1.056558 2.683217 0.06 -0.16 -0.04 0.218
H 1.811058 -0.659041 2.247954 0.02 0.12 0.00 0.229
H 3.607495 -1.925724 -0.865180 0.05 0.06 0.11 0.252
H 3.309588 -1.905780 0.882532 0.01 -0.08 -0.08 0.240
H 1.124669 -3.262370 1.590448 0.13 -0.02 0.19 0.220
H -1.202095 -3.839198 0.389229 -0.18 -0.10 0.01 0.222
H -1.096466 -2.660722 -2.040143 -0.09 -0.01 -0.19 0.207
H 0.685280 -1.678959 -3.441238 0.05 -0.06 0.02 0.208
H 2.271879 -1.319152 -2.728453 -0.06 -0.02 -0.04 0.220
H 0.912279 -0.220720 -2.462297 0.10 -0.10 -0.03 0.237
H 0.194557 4.784591 -0.588892 -0.02 0.04 -0.01 0.238
H 1.460089 3.902938 -1.524144 -0.17 0.03 0.00 0.276
H -1.700466 3.549749 0.188433 0.06 -0.11 -0.06 0.426
H -5.138646 0.489378 0.425134 -0.19 -0.11 0.05 0.212
H -3.944533 -1.233889 -1.205466 -0.13 -0.24 -0.06 0.240
```
Positions in Å, forces in eV/Å.

***

DFT (ωB97M-V with the def2-TZVPD basis set) results for a 2-piece molecular cluster, C2H8N2S overall in a non-equilibrium geometry.

As for the HOMO-LUMO gap: 8.8 eV. The net charge is 0. The relative energy (zero: lowest compared OMol25 entry of this formula, charge and spin) comes out at 70.3 kJ/mol. The LUMO energy comes out at 0.85 eV. The HOMO energy is -8.0 eV.

Geometry as XYZ:
```
13
Properties=species:S:1:pos:R:3:forces:R:3:nbo_charge:R:1
N -0.061702 -0.225720 1.132750 -0.20 0.37 -0.24 -0.805
C -0.051943 -0.420543 -0.293678 -0.34 0.29 1.25 -0.123
C -0.982111 0.168441 -1.034670 0.03 -0.59 -0.81 -0.036
N -1.045641 0.120239 -2.442248 0.22 0.20 0.47 -0.804
H -0.828642 0.351792 1.446753 -0.14 -0.08 0.00 0.380
H 0.010723 -1.044411 1.718994 -0.04 -0.24 -0.24 0.386
H 0.839062 -0.934397 -0.622441 -0.15 -0.12 -0.41 0.209
H -1.789367 0.724687 -0.575392 0.03 0.02 0.12 0.185
H -0.545249 -0.673649 -2.804070 0.11 -0.07 -0.23 0.369
H -1.992439 0.108846 -2.775047 -0.19 0.03 -0.14 0.371
S 2.591921 1.024671 1.863534 -0.57 0.07 -0.35 -0.484
H 2.626751 0.206240 2.919894 -0.07 -0.06 0.05 0.120
H 1.228639 0.593806 1.465622 1.32 0.17 0.55 0.232
```
Positions in Å, forces in eV/Å.

***

DFT (ωB97M-V with the def2-TZVPD basis set) results for a 9-piece molecular cluster, H18O9 overall in a non-equilibrium geometry.

As for the HOMO-LUMO gap: 9.7 eV. The net charge is 0. The relative energy (zero: lowest compared OMol25 entry of this formula, charge and spin) comes out at 368.6 kJ/mol. The LUMO energy comes out at 0.13 eV. The HOMO energy is -9.6 eV.

Geometry as XYZ:
```
27
Properties=species:S:1:pos:R:3:forces:R:3:nbo_charge:R:1
O -0.480709 -0.071496 0.444770 -0.20 0.40 0.42 -0.956
H -0.468946 -1.018445 0.265491 0.13 0.16 -0.13 0.485
H -0.770886 0.320946 -0.386359 0.01 -0.47 -0.02 0.470
O 0.309471 -0.776754 -1.980714 -0.86 1.57 -0.05 -0.952
H 0.870496 -0.015876 -1.792814 -0.27 0.03 -0.23 0.469
H 0.476681 -0.967476 -2.910583 0.00 -0.10 0.33 0.481
O 1.940777 -0.821508 2.186602 0.23 0.03 -0.07 -0.941
H 1.961674 0.140337 2.128223 -0.19 -0.05 0.03 0.472
H 2.841021 -1.089207 1.970063 -0.02 -0.05 0.01 0.470
O -1.280004 3.513772 3.664092 -0.15 -0.11 -0.10 -0.920
H -1.461010 3.187576 2.775373 0.13 0.08 0.34 0.449
H -1.717289 2.877455 4.241043 0.06 0.04 0.00 0.472
O -0.757658 3.215662 0.284070 -0.10 -0.09 -0.15 -0.920
H -1.243448 3.307582 -0.543305 -0.27 0.43 0.23 0.462
H -1.431475 2.961453 0.924647 0.05 -0.13 -0.25 0.467
O 3.244603 -0.728441 -0.800389 0.19 0.27 0.02 -0.951
H 2.424337 -0.447656 -0.379303 -0.20 -0.25 0.11 0.483
H 3.676026 0.097305 -1.047385 0.06 -0.10 0.00 0.467
O 1.344696 -2.727388 -2.241647 1.03 -2.16 -0.26 -0.941
H 2.291489 -2.846968 -2.106465 0.04 0.07 0.02 0.476
H 0.941256 -3.404893 -1.687379 0.00 0.06 -0.08 0.466
O -0.159573 1.837486 -2.244940 -0.14 0.50 -0.23 -0.947
H -0.092979 2.699649 -2.670650 0.09 -0.03 -0.05 0.470
H -0.428742 2.041814 -1.342283 0.37 -0.10 0.13 0.468
O -4.264356 -3.653242 1.365649 0.12 -0.07 -0.15 -0.935
H -4.435430 -3.761787 0.423343 -0.04 0.03 0.09 0.467
H -3.330020 -3.869902 1.460849 -0.09 0.04 0.06 0.468
```
Positions in Å, forces in eV/Å.

***

DFT (ωB97M-V with the def2-TZVPD basis set) results for an isolated molecule of C6H9O3P in a non-equilibrium geometry.

As for the HOMO-LUMO gap: 8.6 eV. The net charge is 0. The relative energy (zero: lowest compared OMol25 entry of this formula, charge and spin) comes out at 421.9 kJ/mol. The LUMO energy comes out at 0.43 eV. The HOMO energy is -8.2 eV.

Geometry as XYZ:
```
19
Properties=species:S:1:pos:R:3:forces:R:3:nbo_charge:R:1
C -2.282093 0.713825 0.513139 -0.83 3.16 0.07 -0.644
C -1.141874 -0.210935 0.344153 -0.15 0.18 0.61 -0.199
C -0.150494 -0.122974 -0.494006 0.38 -1.71 -1.14 -0.204
C 0.805536 -1.287728 -0.770663 -0.65 0.07 2.72 -0.189
O 1.475848 -1.090566 -1.927753 -0.28 0.77 -2.17 -0.707
P 1.928935 -1.139690 0.746908 -0.76 0.00 0.16 1.060
O 3.255790 -2.016553 0.326743 0.77 -1.40 -0.34 -1.011
C 2.462726 0.475199 0.273662 0.55 1.14 0.78 -0.557
C 2.697657 1.672286 0.318122 0.04 -1.29 -0.51 0.368
O 2.958623 2.917997 0.037050 0.79 1.12 1.48 -0.646
H -3.125983 0.313907 -0.103403 0.54 0.87 0.22 0.225
H -2.109035 1.953615 0.412867 -0.13 -3.52 -0.68 0.215
H -2.676489 0.761758 1.518970 0.01 -0.63 0.49 0.218
H -1.127921 -1.123514 0.891497 -0.57 -0.67 0.78 0.190
H -0.091147 0.666898 -1.166133 0.46 1.52 -1.05 0.212
H 0.247550 -2.253308 -0.720239 0.33 0.46 -0.12 0.171
H 2.299646 -1.551383 -1.975178 0.81 -0.55 0.28 0.484
H 3.313087 -2.951017 0.655497 -0.39 1.52 -0.21 0.507
H 3.405291 3.395591 0.807894 -0.91 -1.06 -1.39 0.507
```
Positions in Å, forces in eV/Å.